one | {"formula": "C3H8OS2", "method": "ωB97M-V/def2-TZVPD", "symbols": ["C", "C", "S", "C", "O", "S", "H", "H", "H", "H", "H", "H", "H", "H"], "coordinates": [[0.43004, -1.75773, -0.43103], [-0.15923, -0.66674, 0.49032], [-1.54978, 0.12873, -0.37419], [-1.31095, 1.97449, 0.03414], [-1.41846, -0.09348, -1.79758], [-3.08910, -0.49557, 0.49183], [-0.23685, -2.30662, -0.93618], [1.09412, -1.28933, -1.04515], [0.86559, -2.41828, 0.33199], [0.65938, -0.05602, 0.71790], [-0.54075, -0.95286, 1.43075], [-0.56536, 2.64764, -0.41975], [-2.38490, 2.18903, 0.07615], [-1.19310, 2.03091, 1.17902]], "nbo_charge": [-0.59, -0.61, 1.57, -0.84, -0.93, -0.45, 0.22, 0.21, 0.21, 0.22, 0.24, 0.25, 0.25, 0.24], "homo_energy_ev": -9.3, "lumo_energy_ev": 0.7, "gap_ev": 9.990, "total_charge": 0}

two | {"formula": "C3H8OS2", "method": "ωB97M-V/def2-TZVPD", "symbols": ["C", "C", "C", "O", "H", "H", "H", "H", "H", "H", "S", "S", "H", "H"], "coordinates": [[0.50371, 0.23971, 0.93218], [0.83595, 0.95624, -0.38115], [0.35010, 2.37314, -0.33827], [1.00358, 3.34345, -0.60910], [0.88170, 0.79660, 1.78897], [0.84989, -0.78668, 0.92182], [-0.56889, 0.26411, 1.11905], [1.90182, 0.92514, -0.58215], [0.32157, 0.42895, -1.18801], [-0.69651, 2.48180, 0.01015], [-1.60823, -3.77083, -0.04195], [-1.76212, -1.99314, -1.06826], [-0.40106, -4.10049, -0.53085], [-1.61151, -1.15802, -0.03243]], "nbo_charge": [-0.60, -0.52, 0.45, -0.51, 0.21, 0.22, 0.19, 0.23, 0.23, 0.09, -0.12, -0.13, 0.13, 0.12], "homo_energy_ev": -9.6, "lumo_energy_ev": 0.2, "gap_ev": 9.775, "total_charge": 0}

Stability check: which of them is most stable? two.

one | {"formula": "C3H8OS2", "method": "ωB97M-V/def2-TZVPD", "symbols": ["C", "C", "O", "H", "H", "H", "H", "C", "S", "S", "H", "H", "H", "H"], "coordinates": [[-2.10602, -0.48610, 1.36046], [-1.69428, -0.34398, 0.06944], [-1.81245, 0.85027, -0.76858], [-2.13815, -1.38979, 1.94388], [-2.45648, 0.46450, 1.81184], [-1.19804, -1.20611, -0.33498], [-0.92171, 0.80085, -1.24587], [2.43636, -0.55790, -0.84264], [1.72425, 0.12031, 0.66751], [0.78426, 1.93691, 0.08237], [3.54346, -0.24876, -0.80845], [2.10699, -1.55030, -1.02559], [2.07048, 0.02816, -1.73837], [-0.33867, 1.58194, 0.82898]], "nbo_charge": [-0.49, 0.12, -0.71, 0.22, 0.20, 0.17, 0.49, -0.78, 0.08, -0.17, 0.24, 0.23, 0.23, 0.18], "homo_energy_ev": -8.5, "lumo_energy_ev": 0.3, "gap_ev": 8.824, "total_charge": 0}

two | {"formula": "C3H8OS2", "method": "ωB97M-V/def2-TZVPD", "symbols": ["C", "C", "O", "H", "H", "H", "H", "C", "S", "S", "H", "H", "H", "H"], "coordinates": [[3.26851, 0.48529, -2.29641], [2.04414, 0.96701, -2.10387], [1.63387, 2.19400, -2.51564], [3.61703, -0.52358, -2.12920], [4.04661, 1.17953, -2.62026], [1.28328, 0.47207, -1.50114], [2.12612, 2.42665, -3.29857], [-0.49437, -0.67497, 2.94786], [-1.69459, 0.03503, 1.69576], [-1.40618, -1.48030, 0.23508], [0.32790, -1.16131, 2.43142], [-0.92707, -1.52859, 3.48563], [-0.24628, 0.12953, 3.63029], [-1.83272, -0.79983, -0.84625]], "nbo_charge": [-0.54, 0.16, -0.68, 0.22, 0.19, 0.18, 0.48, -0.72, 0.06, -0.17, 0.23, 0.22, 0.23, 0.15], "homo_energy_ev": -8.4, "lumo_energy_ev": 0.4, "gap_ev": 8.723, "total_charge": 0}

Stability check: which of them is most stable? two.